{
  "formula": "C4H10NO",
  "method": "ωB97M-V with the def2-TZVPD basis set",
  "smiles": "CNCCC[O-]",
  "multiplicity": 1,
  "de_lowest_kcal_mol": 57.9,
  "e_tot_ha": -288.2993,
  "charge": -1,
  "homo_lumo_gap_ev": 6.81,
  "largest_force_ha_per_bohr": 0.1122,
  "elements": ["C", "N", "C", "C", "C", "O", "H", "H", "H", "H", "H", "H", "H", "H", "H", "H"],
  "xyz": [[-0.32346, -1.87381, -1.52055], [-0.61232, -0.62223, -0.83110], [-0.12041, -0.80713, 0.60496], [-0.31195, 0.51305, 1.44704], [0.61012, 1.39555, 0.80918], [0.58707, 1.72450, -0.55628], [-0.52253, -2.75843, -0.79113], [0.82325, -1.88424, -1.72136], [-0.96211, -1.97908, -2.39039], [-0.35483, 0.42407, -0.98403], [1.03178, -1.06169, 0.56972], [-0.40487, -1.62881, 1.37077], [-1.38336, 0.80242, 1.33536], [-0.00778, -0.07435, 2.40436], [0.63744, 2.35209, 1.37211], [1.60694, 1.00166, 1.05880]],
  "forces_ev_per_angstrom": [[1.64, 0.57, 1.25], [-1.15, -1.76, 3.92], [0.92, -0.04, -0.28], [-1.42, -5.15, -0.50], [3.55, 4.51, -0.63], [-1.32, -1.08, 0.86], [0.16, 1.40, -1.27], [-1.53, -0.55, -0.35], [0.32, -0.20, -0.44], [0.93, -1.02, -0.84], [-1.48, 0.77, -0.01], [-0.93, 0.22, -2.17], [0.60, -0.21, 0.60], [-0.52, 2.51, -0.54], [-0.19, 0.34, 0.28], [0.43, -0.33, 0.12]]
}

{
  "formula": "C4H10NO",
  "method": "ωB97M-V with the def2-TZVPD basis set",
  "smiles": "CC[C@H](N)C[O-]",
  "multiplicity": 1,
  "de_lowest_kcal_mol": 60.0,
  "e_tot_ha": -288.2960,
  "charge": -1,
  "homo_lumo_gap_ev": 6.34,
  "largest_force_ha_per_bohr": 0.0851,
  "elements": ["C", "C", "C", "N", "C", "O", "H", "H", "H", "H", "H", "H", "H", "H", "H", "H"],
  "xyz": [[-2.03113, 0.54560, 0.13106], [-0.58277, 0.62134, -0.51040], [0.39584, -0.46579, -0.16596], [0.22936, -0.96125, 1.16006], [1.92753, -0.06840, -0.31785], [2.77397, -1.13011, 0.15703], [-2.57341, -0.33846, -0.26023], [-1.93015, 0.35866, 1.15252], [-2.47650, 1.42467, -0.15362], [-0.67131, 0.63776, -1.68506], [-0.22815, 1.65636, -0.30077], [0.53076, -1.35587, -0.85449], [-0.77720, -0.83929, 1.26478], [1.23758, -1.19566, 1.15844], [2.14327, 0.35781, -1.29096], [2.03231, 0.75262, 0.51544]],
  "forces_ev_per_angstrom": [[2.33, -2.89, -2.32], [-1.04, 0.68, -2.66], [2.16, -0.41, -1.99], [-0.99, 1.74, -1.58], [0.75, -0.11, 3.99], [-2.14, 1.40, -1.09], [0.07, 0.52, -0.08], [-0.19, 0.54, 1.87], [-1.57, 2.02, -0.12], [-0.15, -0.03, 1.97], [0.30, -0.73, 0.31], [-1.45, 0.62, -0.29], [1.35, -1.43, 1.75], [0.60, -1.68, 2.32], [0.12, 0.01, -0.65], [-0.15, -0.26, -1.43]]
}

{
  "formula": "C4H10NO",
  "method": "ωB97M-V with the def2-TZVPD basis set",
  "multiplicity": 1,
  "de_lowest_kcal_mol": 7.1,
  "e_tot_ha": -288.3804,
  "charge": -1,
  "homo_lumo_gap_ev": 6.35,
  "largest_force_ha_per_bohr": 0.0260,
  "elements": ["C", "O", "H", "H", "H", "C", "C", "C", "N", "H", "H", "H", "H", "H", "H", "H"],
  "xyz": [[1.00936, 1.40314, 2.14357], [-0.22690, 1.65823, 1.52277], [1.56526, 2.35540, 2.21364], [0.82688, 1.00390, 3.15134], [1.59313, 0.65802, 1.58743], [-0.64451, -1.40838, -2.22257], [-0.23196, -0.80072, -0.92052], [-0.34403, -1.57303, 0.20915], [0.25706, 0.46737, -0.90663], [0.19112, -1.41194, -2.92813], [-1.45485, -0.80718, -2.66192], [-0.99255, -2.44074, -2.08356], [-0.02413, -1.21565, 1.18211], [-0.83058, -2.54936, 0.18458], [0.42685, 0.76899, -1.86289], [-0.20426, 1.28110, 0.60278]],
  "forces_ev_per_angstrom": [[-0.41, 0.16, -0.27], [-0.20, 0.07, 0.30], [0.20, -0.35, 0.15], [0.14, 0.13, 0.00], [0.00, 0.21, -0.01], [-0.46, -0.23, -0.43], [0.69, 0.51, 1.03], [-0.24, -0.33, -0.05], [-0.22, -0.56, -0.08], [0.01, 0.01, -0.03], [0.14, -0.17, -0.03], [0.05, 0.21, -0.12], [-0.06, 0.11, -0.09], [0.13, 0.20, -0.10], [-0.17, 0.14, 0.05], [0.42, -0.11, -0.30]]
}

{
  "formula": "C4H10NO",
  "method": "ωB97M-V with the def2-TZVPD basis set",
  "smiles": "CN[C@H](C)C[O-]",
  "multiplicity": 1,
  "de_lowest_kcal_mol": 23.0,
  "e_tot_ha": -288.3550,
  "charge": -1,
  "homo_lumo_gap_ev": 6.02,
  "largest_force_ha_per_bohr": 0.0531,
  "elements": ["C", "N", "C", "C", "C", "O", "H", "H", "H", "H", "H", "H", "H", "H", "H", "H"],
  "xyz": [[-1.72921, -1.11330, -0.58357], [-0.73480, -0.76704, 0.44096], [0.06292, 0.39523, 0.05144], [1.31156, 0.11136, -0.78343], [0.61457, 1.11592, 1.39117], [1.00471, 2.36194, 1.16407], [-2.30038, -0.20288, -0.77174], [-1.22235, -1.41562, -1.50856], [-2.42018, -1.88962, -0.26438], [-0.07830, -1.53959, 0.48712], [-0.48943, 1.25933, -0.31844], [2.12878, 0.76809, -0.46921], [1.15238, 0.42985, -1.82026], [1.56370, -0.94895, -0.77014], [1.42300, 0.40308, 1.70978], [-0.28697, 1.03220, 2.04520]],
  "forces_ev_per_angstrom": [[0.65, 0.51, 0.11], [-0.47, -0.22, -0.75], [1.50, 1.03, 2.04], [-0.69, 0.66, -1.03], [-0.93, -0.23, -1.06], [0.51, 0.29, -0.04], [-0.11, -0.13, -0.16], [-0.33, -0.07, -0.30], [0.01, -0.20, 0.14], [-0.09, -0.04, 0.27], [-0.57, -0.50, -0.44], [-0.02, -0.27, 0.40], [0.02, -0.44, -0.25], [0.27, -0.07, 0.05], [-0.04, -0.08, 0.57], [0.29, -0.23, 0.45]]
}

{
  "formula": "C4H10NO",
  "method": "ωB97M-V with the def2-TZVPD basis set",
  "multiplicity": 2,
  "de_lowest_kcal_mol": 11.1,
  "e_tot_ha": -288.3093,
  "charge": 0,
  "homo_lumo_gap_ev": [6.28, 9.19],
  "largest_force_ha_per_bohr": 0.0342,
  "elements": ["C", "C", "C", "N", "C", "H", "H", "H", "H", "H", "H", "H", "H", "H", "H", "O"],
  "xyz": [[0.80391, 1.18071, 2.03889], [0.44821, 0.09006, 1.06080], [0.68417, 0.20525, -0.24335], [0.18101, -0.65480, -1.23126], [0.96334, -1.10150, -2.23871], [-0.04688, 1.32812, 2.71716], [1.68502, 0.95944, 2.63271], [0.77119, 2.12703, 1.49639], [-0.14144, -0.75653, 1.39496], [1.26004, 1.02459, -0.66901], [-0.72650, -1.07438, -1.06458], [0.61658, -1.84391, -2.93686], [1.83017, -0.49656, -2.48258], [-2.59551, 0.21180, 0.39247], [-3.27754, -0.64996, -0.65321], [-2.45576, -0.54935, -0.21383]],
  "forces_ev_per_angstrom": [[-1.42, -0.08, -0.23], [-0.18, 0.27, -0.13], [-0.37, -0.20, -0.59], [-0.42, 0.06, 0.91], [0.90, 0.04, -0.87], [0.23, -0.31, 0.25], [0.21, 0.35, -0.07], [0.96, 0.07, 0.12], [0.12, -0.09, 0.11], [0.15, 0.01, 0.21], [0.36, 0.09, 0.17], [-0.24, 0.07, 0.05], [-0.04, -0.20, 0.02], [0.33, -0.77, -0.61], [-1.25, -0.22, -0.71], [0.65, 0.91, 1.35]]
}

{
  "formula": "C4H10NO",
  "method": "ωB97M-V with the def2-TZVPD basis set",
  "multiplicity": 2,
  "de_lowest_kcal_mol": 27.8,
  "e_tot_ha": -288.2826,
  "charge": 0,
  "homo_lumo_gap_ev": [6.45, 8.88],
  "largest_force_ha_per_bohr": 0.0650,
  "elements": ["C", "C", "C", "C", "N", "H", "H", "H", "H", "H", "H", "H", "H", "H", "H", "O"],
  "xyz": [[0.06248, -1.75730, 1.05938], [0.56411, -0.77757, -0.03049], [1.81495, -0.93836, -0.55427], [-1.68046, 0.13155, -0.19101], [-0.36896, 0.24432, -0.33833], [-0.32350, -2.71063, 0.70664], [0.93043, -1.88493, 1.71642], [-0.68201, -1.18014, 1.60979], [2.06112, -0.86658, -1.60747], [2.41650, -1.50710, 0.14447], [-2.40356, 0.89556, -0.41640], [-2.09681, -0.87330, -0.26234], [0.07446, 1.14879, -0.14575], [-0.89782, 3.38100, -0.58798], [0.56336, 3.71672, -0.55534], [-0.03428, 2.97797, -0.54734]],
  "forces_ev_per_angstrom": [[0.94, 1.90, 0.20], [-0.62, -0.89, 0.24], [-1.54, -0.30, 0.66], [-2.53, -1.36, 0.12], [3.33, 0.20, -0.21], [0.06, 0.11, -0.12], [-0.23, -0.50, -0.01], [-0.22, -0.56, 0.25], [0.31, 0.96, 0.33], [0.40, -0.46, -0.69], [0.44, 0.57, -0.01], [0.18, 0.21, 0.08], [-0.57, -0.27, -0.86], [-0.51, 0.06, -0.01], [0.56, 0.42, 0.01], [0.01, -0.08, 0.02]]
}